Model 1:
Entry from the Open Molecules 2025 dataset: a 2-piece molecular cluster, C5H14 overall (wB97M-V/def2-TZVPD).

```
! wB97M-V def2-TZVPD RIJCOSX def2/J DEFGRID3
* xyz 0 1
C 1.173 2.369 0.598
C 1.090 1.900 -0.844
H 2.044 1.995 1.139
H 1.381 3.443 0.635
H 0.247 2.210 1.145
H 1.967 2.144 -1.444
H 0.249 2.317 -1.397
H 0.980 0.824 -0.815
C -0.392 -1.155 0.069
C -0.331 -2.556 -0.516
C -1.725 -0.859 0.743
H 0.456 -1.003 0.739
H -0.205 -0.471 -0.749
H -0.549 -3.377 0.168
H -1.645 0.037 1.359
H -2.497 -0.712 -0.009
H 0.678 -2.822 -0.861
H -0.911 -2.669 -1.435
H -2.011 -1.615 1.477
*
```

The molar mass comes out at 74.17 g mol⁻¹. As for the SMILES: CCC.CC. For the HOMO energy, the calculation gives -11.235 eV. The value obtained for the LUMO energy is 1.1 eV.

Model 2:
Entry from the Open Molecules 2025 dataset: a 2-piece molecular cluster, C5H14 overall (wB97M-V/def2-TZVPD).

```
! wB97M-V def2-TZVPD RIJCOSX def2/J DEFGRID3
* xyz 0 1
C 0.989 0.624 -0.656
C 0.008 -0.114 -1.612
C 2.334 0.889 -1.310
H 0.597 1.645 -0.376
H 1.171 0.026 0.230
H 0.441 -0.151 -2.595
H -0.929 0.434 -1.693
H 2.420 0.321 -2.263
H 2.434 1.935 -1.648
H -0.093 -1.144 -1.264
H 3.228 0.691 -0.725
C -1.628 -0.908 1.042
C -1.644 -0.440 2.473
H -2.635 -1.241 0.704
H -1.316 -0.100 0.290
H -0.885 -1.680 0.992
H -2.254 0.449 2.619
H -0.654 -0.061 2.834
H -1.988 -1.198 3.174
*
```

The molar mass comes out at 74.17 g mol⁻¹. As for the SMILES: CCC.CC. For the HOMO energy, the calculation gives -11.296 eV. The value obtained for the LUMO energy is 1.1 eV.

Verdict on stability: model 2 comes out at the bottom.

Model 1:
Entry from the Open Molecules 2025 dataset: a 2-piece molecular cluster, C5H14 overall (wB97M-V/def2-TZVPD).

```
! wB97M-V def2-TZVPD RIJCOSX def2/J DEFGRID3
* xyz 0 1
C -0.132 0.048 2.599
C -1.251 -0.566 1.732
H -0.620 0.723 3.297
H 0.368 -0.708 3.182
H 0.575 0.544 1.950
H -1.868 -1.247 2.327
H -1.910 0.255 1.458
H -0.958 -1.197 0.905
C 0.620 0.476 -2.130
C 0.541 -1.054 -2.000
C 0.506 1.161 -0.755
H 1.526 0.774 -2.642
H -0.239 0.803 -2.717
H 0.701 -1.411 -3.021
H 0.618 0.560 0.125
H -0.330 -1.477 -1.525
H 1.387 -1.393 -1.394
H 0.973 2.145 -0.724
H -0.507 1.563 -0.667
*
```

The molar mass comes out at 74.17 g mol⁻¹. As for the SMILES: CCC.CC. For the HOMO energy, the calculation gives -11.116 eV. The value obtained for the LUMO energy is 1.2 eV.

Model 2:
Entry from the Open Molecules 2025 dataset: a 2-piece molecular cluster, C5H14 overall (wB97M-V/def2-TZVPD).

```
! wB97M-V def2-TZVPD RIJCOSX def2/J DEFGRID3
* xyz 0 1
C -1.573 -0.352 2.208
C -1.576 -1.538 1.262
H -2.445 -0.334 2.854
H -0.712 -0.279 2.878
H -1.535 0.539 1.571
H -2.568 -1.732 0.862
H -1.168 -2.422 1.752
H -0.971 -1.343 0.372
C 0.744 0.492 -0.747
C 0.787 -0.228 -2.113
C 1.716 1.689 -0.675
H 1.076 -0.207 0.023
H -0.292 0.783 -0.556
H 0.770 0.569 -2.854
H 1.653 -0.883 -2.135
H 2.489 1.498 -1.422
H 2.125 1.786 0.328
H -0.127 -0.819 -2.200
H 1.215 2.599 -1.003
*
```

The molar mass comes out at 74.17 g mol⁻¹. As for the SMILES: CCC.CC. For the HOMO energy, the calculation gives -11.476 eV. The value obtained for the LUMO energy is 1.1 eV.

Model 3:
Entry from the Open Molecules 2025 dataset: a 2-piece molecular cluster, C5H14 overall (wB97M-V/def2-TZVPD).

```
! wB97M-V def2-TZVPD RIJCOSX def2/J DEFGRID3
* xyz 0 1
C 0.565 -1.574 1.843
C 1.496 -0.420 1.360
C -0.656 -1.608 0.810
H 0.176 -1.458 2.890
H 1.148 -2.504 1.903
H 1.859 0.263 2.140
H 2.200 -0.977 0.688
H -0.604 -1.014 -0.131
H 0.898 0.127 0.543
H -1.643 -1.230 1.031
H -0.735 -2.728 0.593
C -1.215 1.236 -1.643
C 0.062 1.982 -1.744
H -1.264 0.468 -2.380
H -1.481 0.669 -0.751
H -2.066 2.066 -1.690
H 0.988 1.488 -1.947
H 0.141 2.608 -0.860
H 0.131 2.607 -2.655
*
```

The molar mass comes out at 74.17 g mol⁻¹. As for the SMILES: CCC.CC. For the HOMO energy, the calculation gives -10.838 eV. The value obtained for the LUMO energy is 1.1 eV.

Verdict on stability: model 3 comes out at the bottom.

Model 1:
Entry from the Open Molecules 2025 dataset: a 2-piece molecular cluster, C5H14 overall (wB97M-V/def2-TZVPD).

```
! wB97M-V def2-TZVPD RIJCOSX def2/J DEFGRID3
* xyz 0 1
C 0.406 -0.611 1.192
C -0.422 -1.777 0.687
C 1.798 -0.992 1.738
H 0.613 0.074 0.361
H -0.115 0.032 1.907
H 0.222 -2.410 0.076
H 2.225 -0.190 2.335
H 1.808 -1.882 2.367
H -1.333 -1.399 0.232
H -0.741 -2.426 1.512
H 2.422 -1.163 0.865
C -0.845 2.167 -1.197
C -0.892 1.139 -2.310
H -1.590 1.956 -0.434
H 0.142 2.253 -0.744
H -1.048 3.148 -1.631
H -1.902 1.083 -2.713
H -0.106 1.226 -3.054
H -0.755 0.121 -1.916
*
```

The molar mass comes out at 74.17 g mol⁻¹. As for the SMILES: CCC.CC. For the HOMO energy, the calculation gives -11.243 eV. The value obtained for the LUMO energy is 1.1 eV.

Model 2:
Entry from the Open Molecules 2025 dataset: a 2-piece molecular cluster, C5H14 overall (wB97M-V/def2-TZVPD).

```
! wB97M-V def2-TZVPD RIJCOSX def2/J DEFGRID3
* xyz 0 1
C -0.604 0.607 -1.814
C -0.960 1.343 -0.487
C 0.498 -0.492 -1.918
H -0.204 1.341 -2.546
H -1.646 0.488 -2.178
H -0.178 1.283 0.220
H -1.220 2.426 -0.335
H 1.519 -0.162 -1.614
H 0.514 -0.487 -3.126
H -1.782 0.895 -0.014
H 0.151 -1.346 -1.576
C 1.137 -0.490 2.301
C -0.126 -0.979 1.758
H 1.415 0.449 1.782
H 1.019 -0.273 3.394
H 2.008 -1.176 2.252
H -0.498 -0.296 1.023
H -0.853 -1.238 2.572
H 0.084 -1.829 1.104
*
```

The molar mass comes out at 74.17 g mol⁻¹. As for the SMILES: CCC.CC. For the HOMO energy, the calculation gives -10.876 eV. The value obtained for the LUMO energy is 1.1 eV.

Model 3:
Entry from the Open Molecules 2025 dataset: a 2-piece molecular cluster, C5H14 overall (wB97M-V/def2-TZVPD).

```
! wB97M-V def2-TZVPD RIJCOSX def2/J DEFGRID3
* xyz 0 1
C -0.699 -1.790 -0.762
C -0.625 -3.328 -0.556
H 0.310 -1.367 -0.790
H -1.282 -1.637 -1.660
H -1.144 -1.303 0.112
H -1.620 -3.707 -0.365
H 0.130 -3.597 0.173
H -0.231 -3.761 -1.483
C 0.015 1.638 0.182
C 1.480 1.537 -0.325
C -0.164 2.338 1.537
H -0.415 0.647 0.271
H -0.563 2.140 -0.585
H 1.791 0.500 -0.398
H 1.563 1.948 -1.329
H -0.864 1.775 2.161
H -0.558 3.339 1.401
H 2.113 2.165 0.307
H 0.763 2.463 2.109
*
```

The molar mass comes out at 74.17 g mol⁻¹. As for the SMILES: CCC.CC. For the HOMO energy, the calculation gives -11.201 eV. The value obtained for the LUMO energy is 1.1 eV.

Model 4:
Entry from the Open Molecules 2025 dataset: a 2-piece molecular cluster, C5H14 overall (wB97M-V/def2-TZVPD).

```
! wB97M-V def2-TZVPD RIJCOSX def2/J DEFGRID3
* xyz 0 1
C -0.168 -1.438 1.796
C -0.250 -0.520 3.038
H -0.111 -2.543 2.128
H -0.722 -1.676 0.874
H 0.745 -1.222 1.247
H -1.050 -1.145 3.525
H 0.546 -0.427 3.627
H -0.687 0.418 2.748
C -0.029 1.118 -2.116
C -0.934 0.299 -1.265
C 1.408 0.936 -1.889
H -0.301 0.818 -3.095
H -0.340 2.196 -2.092
H -1.083 0.526 -0.250
H 1.746 0.002 -1.530
H -0.457 -0.763 -1.049
H -1.954 0.259 -1.761
H 1.996 1.340 -2.706
H 1.644 1.823 -1.227
*
```

The molar mass comes out at 74.17 g mol⁻¹. As for the SMILES: CCC.CC. For the HOMO energy, the calculation gives -10.698 eV. The value obtained for the LUMO energy is 1.1 eV.

Verdict on stability: model 4 comes out at the bottom.

Model 1:
Entry from the Open Molecules 2025 dataset: a 2-piece molecular cluster, C5H14 overall (wB97M-V/def2-TZVPD).

```
! wB97M-V def2-TZVPD RIJCOSX def2/J DEFGRID3
* xyz 0 1
C 1.260 0.627 -0.642
C 2.377 0.523 -1.786
C 0.083 1.677 -0.794
H 0.832 -0.453 -0.668
H 1.747 0.732 0.368
H 3.168 1.216 -1.804
H -0.336 1.556 -1.837
H 1.787 0.475 -2.665
H 2.866 -0.495 -1.610
H -0.728 1.265 -0.113
H 0.334 2.642 -0.603
C -1.177 -1.328 2.089
C -2.194 -1.237 0.908
H -1.368 -2.086 2.802
H -0.148 -1.315 1.802
H -1.122 -0.384 2.550
H -2.193 -2.150 0.317
H -3.179 -0.853 1.516
H -2.011 -0.410 0.170
*
```

The molar mass comes out at 74.17 g mol⁻¹. As for the SMILES: CCC.CC. For the HOMO energy, the calculation gives -11.216 eV. The value obtained for the LUMO energy is 1.1 eV.

Model 2:
Entry from the Open Molecules 2025 dataset: a 2-piece molecular cluster, C5H14 overall (wB97M-V/def2-TZVPD).

```
! wB97M-V def2-TZVPD RIJCOSX def2/J DEFGRID3
* xyz 0 1
C -2.139 -1.440 0.676
C -2.365 -0.160 -0.089
H -2.517 -1.421 1.699
H -2.622 -2.276 0.172
H -1.094 -1.751 0.764
H -3.379 -0.034 -0.485
H -1.771 -0.097 -1.003
H -2.205 0.725 0.524
C 1.911 0.704 0.235
C 0.779 1.621 -0.291
C 2.020 -0.640 -0.498
H 2.861 1.227 0.165
H 1.741 0.512 1.297
H 0.795 1.546 -1.377
H 0.923 2.623 0.100
H 2.611 -1.321 0.115
H 1.027 -1.042 -0.697
H -0.149 1.200 0.094
H 2.563 -0.594 -1.445
*
```

The molar mass comes out at 74.17 g mol⁻¹. As for the SMILES: CCC.CC. For the HOMO energy, the calculation gives -11.292 eV. The value obtained for the LUMO energy is 1.2 eV.

Model 3:
Entry from the Open Molecules 2025 dataset: a 2-piece molecular cluster, C5H14 overall (wB97M-V/def2-TZVPD).

```
! wB97M-V def2-TZVPD RIJCOSX def2/J DEFGRID3
* xyz 0 1
C 0.442 2.769 1.051
C -0.870 1.995 1.589
H 0.215 3.825 0.793
H 1.202 2.683 1.965
H 0.902 2.110 0.250
H -0.693 1.024 2.016
H -1.353 2.616 2.501
H -1.592 1.907 0.770
C 0.103 -2.015 -0.498
C -0.516 -2.421 -1.819
C 0.804 -0.695 -0.635
H -0.507 -2.235 0.435
H 0.897 -2.776 -0.262
H 0.388 -2.177 -2.550
H 1.495 -0.649 -1.469
H 0.093 0.100 -0.665
H 1.328 -0.499 0.392
H -0.844 -3.548 -1.897
H -1.495 -2.013 -1.967
*
```

The molar mass comes out at 74.17 g mol⁻¹. As for the SMILES: CCC.CC. For the HOMO energy, the calculation gives -10.906 eV. The value obtained for the LUMO energy is 1.1 eV.

Verdict on stability: model 3 comes out at the bottom.